Below is a single C2H2IN3 molecule at a distorted geometry, with properties calculated with ωB97M-V/def2-TZVPD.

```
8
Properties=species:S:1:pos:R:3:lowdin_charge:R:1
I -2.382 1.331 -0.198 0.8666
N 1.591 1.220 -0.272 0.0636
C -0.492 0.757 0.523 -0.8046
H -0.565 0.104 1.365 0.0834
H 0.467 0.087 -1.465 0.1116
C 0.516 0.609 -0.512 -0.2620
N 1.338 1.889 0.919 -0.0419
N 0.236 1.719 1.400 -0.0166
```

## Properties
Frontier orbital gap in eV: 9.2
Charge: 0
HOMO in eV: -10.0
LUMO level in eV: -0.830
SMILES string: I[C@H]1C=NN=N1
Relative energy (zero: lowest compared OMol25 entry of this formula, charge and spin) in kcal per mole: 52.7

Below is a molecular structure, C9H18AsF6O9Tl at a distorted geometry, with properties calculated with ωB97M-V/def2-TZVPD.

```
44
Properties=species:S:1:pos:R:3:lowdin_charge:R:1
O 2.744 0.775 -1.551 0.0320
H -5.410 3.081 0.998 0.1062
C 2.338 1.887 -2.394 0.0152
H -1.093 -2.539 0.777 0.0826
C -4.640 3.852 1.033 0.0090
H 3.146 -2.725 2.930 0.1096
H 1.268 1.912 -2.602 0.1056
O 0.330 -0.417 1.090 -0.0473
Tl -0.223 1.389 1.183 1.4531
H -4.336 -0.133 -0.753 0.1260
O -3.381 3.196 1.075 0.0190
H -2.809 0.319 -1.569 0.0356
F 1.068 -1.757 -0.794 -0.1746
H -4.929 4.409 1.924 0.1232
O 2.183 -1.044 2.141 -0.0141
O -1.908 1.566 0.475 0.0458
H 3.420 -1.254 3.902 0.1154
F -1.425 -1.958 -0.881 -0.2201
H -4.685 4.315 0.047 0.1183
H -0.515 -3.880 1.829 0.1238
H -4.367 0.727 -2.302 0.1295
H 2.695 2.800 -1.918 0.1096
H 4.126 -1.355 -1.146 0.1237
O 2.802 -0.565 0.270 -0.0708
H 4.221 -1.967 0.512 0.1155
O 1.239 1.057 0.172 -0.0293
C 2.721 -1.772 3.245 0.0185
F -0.517 0.345 -0.363 -0.3630
C 1.075 -1.301 1.454 -0.4825
C 2.156 0.467 -0.378 -0.3936
F -0.137 -1.991 -3.030 -0.2010
F -1.618 -0.096 -2.565 -0.2239
H -0.051 -3.781 0.055 0.1197
C -2.950 2.158 0.265 -0.3985
H 1.933 -2.085 3.929 0.1061
O -3.871 1.842 -0.620 0.0851
O 0.924 -2.626 1.318 0.0422
H 4.916 -0.474 0.178 0.1221
C -0.286 -3.244 0.974 -0.0056
F 1.008 0.192 -2.460 -0.2574
C -3.834 0.622 -1.357 0.0362
As -0.279 -0.867 -1.675 1.1099
H 2.900 1.997 -3.322 0.1236
C 4.051 -1.078 -0.094 0.0195
```

## Properties
Frontier orbital gap in eV: 6.1
Charge: +2
HOMO in eV: -17.0
LUMO level in eV: -10.867
Relative energy (zero: lowest compared OMol25 entry of this formula, charge and spin) in kcal per mole: 217.5

Below is a gas-phase ion, C18H34ClN2O5S (charge +1), with properties calculated with ωB97M-V/def2-TZVPD.

```
61
Properties=species:S:1:pos:R:3:lowdin_charge:R:1
C -6.165 -0.784 0.764 -0.1016
H -5.753 -0.813 -1.345 0.1154
C -2.363 -1.921 -1.513 -0.0600
C 2.112 -2.034 2.976 -0.3434
H -0.555 -3.793 -0.740 0.1146
H -6.406 0.275 0.799 0.0766
H 2.955 2.517 -1.366 0.1692
H -5.058 -2.160 -0.449 0.1022
O 5.238 -1.224 -0.349 0.0043
H -5.687 -1.059 1.701 0.0763
H -3.585 -0.380 -2.417 0.1530
C 2.113 1.403 0.289 -0.1936
S 2.737 -2.341 1.304 0.9390
H 1.225 -1.411 2.919 0.0243
C -3.008 -0.536 -1.503 -0.2647
H -4.175 0.753 -0.255 0.1296
C 4.138 0.743 -1.046 -0.2736
H 0.042 3.518 2.666 0.0758
H 1.864 -3.005 3.393 0.0406
H 2.890 -1.564 3.568 0.0455
H 0.959 4.924 2.160 0.0886
H 5.456 0.232 -2.366 0.1173
C 0.650 3.506 0.585 -0.6494
N -0.207 1.267 1.089 0.1456
H 0.271 -0.321 -1.104 0.1345
C 3.957 -0.687 -0.507 -0.3523
C -5.250 -1.086 -0.416 -0.2548
H -7.093 -1.342 0.676 0.0748
H -0.180 1.502 2.074 0.1608
C 0.875 3.847 2.048 -0.1066
C -0.725 -0.385 -0.664 -0.1400
H 3.816 -0.204 1.603 0.1458
H 0.333 1.909 -0.798 0.1240
C -3.937 -0.311 -0.306 -0.1725
Cl -0.969 4.117 0.089 0.6555
H -1.407 0.547 -2.495 0.1339
H 1.794 3.395 2.412 0.0819
H -3.027 -2.710 -1.163 0.1383
H -3.439 -0.576 0.628 0.1122
H 2.480 0.737 -2.832 0.1178
H -2.008 1.350 -1.042 0.1117
H 3.368 -1.266 -1.237 0.1605
O 4.624 0.721 -2.359 0.0196
C 2.784 1.467 -1.090 -0.2485
C -1.776 0.382 -1.483 -0.0548
O -1.180 -0.689 1.641 0.0714
O 1.941 0.851 -2.035 -0.0007
C -0.147 -2.792 -0.861 0.0146
C 0.681 2.014 0.232 -0.2889
O 1.969 0.057 0.701 -0.1310
H 0.672 -2.658 -0.152 0.0336
C -0.694 0.063 0.808 -0.4105
N -1.192 -1.796 -0.619 -0.1068
H -2.008 -2.171 -2.515 0.1455
H 5.180 -2.131 -0.023 0.0925
H 0.237 -2.686 -1.875 0.1156
H 2.745 1.939 1.012 0.1641
H -1.495 -1.866 0.393 0.1644
H 4.827 1.279 -0.377 0.1755
C 3.182 -0.642 0.817 -0.5246
H 1.375 4.027 -0.045 0.1118
```

## Properties
Frontier orbital gap in eV: 10.0
Charge: +1
HOMO in eV: -12.0
LUMO level in eV: -2.011
SMILES string: CCC[C@H]1C[C@@H](C(=O)N[C@H]([C@H]2O[C@@H](SC)[C@H](O)[C@@H](O)[C@H]2O)[C@H](C)Cl)[N@H+](C)C1
Relative energy (zero: lowest compared OMol25 entry of this formula, charge and spin) in kcal per mole: 0.0

Below is a single C2H4P2 molecule at a distorted geometry, with properties calculated with ωB97M-V/def2-TZVPD.

```
8
Properties=species:S:1:pos:R:3:lowdin_charge:R:1
P 1.181 -1.516 -1.165 0.7265
C -0.610 0.388 0.174 -0.5434
P -1.737 1.587 0.657 0.7462
C 0.240 -0.526 -0.144 -0.5313
H -0.802 2.111 1.628 -0.0776
H -1.057 2.283 -0.296 -0.1185
H 0.535 -2.668 -0.618 -0.0961
H 2.250 -1.658 -0.236 -0.1056
```

## Properties
Frontier orbital gap in eV: 9.7
Charge: 0
HOMO in eV: -8.9
LUMO level in eV: 0.806
SMILES string: [PH2]#CC#[PH2]
Relative energy (zero: lowest compared OMol25 entry of this formula, charge and spin) in kcal per mole: 45.4

Below is 3 unconnected molecules or ions with the total composition C17H26Br2O7 at a distorted geometry, with properties calculated with ωB97M-V/def2-TZVPD.

```
52
Properties=species:S:1:pos:R:3:lowdin_charge:R:1
C 4.231 1.907 2.483 -0.1326
O -4.455 -2.828 1.146 -0.1618
H -5.442 -1.074 1.611 0.1149
O 5.303 4.937 1.565 0.1885
H 1.956 1.450 1.545 0.1383
H 4.370 0.971 2.991 0.1068
C 1.522 2.060 -1.027 -0.5495
H -2.881 -1.341 0.077 0.1017
H 7.678 1.238 -0.863 0.0645
C -6.818 -2.730 1.210 -0.1696
O 3.893 3.310 0.842 0.0194
H 1.371 3.327 0.768 0.0670
H -6.417 -4.763 1.814 0.1137
O 1.390 2.082 -2.229 0.0694
C -5.537 -2.146 1.787 -0.2015
O 2.152 0.975 -0.482 0.0081
H -7.084 -2.213 0.285 0.1140
Br 4.642 2.817 -2.009 0.9302
C 2.684 1.095 0.826 -0.1005
H -0.946 -1.597 -3.290 0.1127
C -1.265 -1.465 -2.258 -0.1594
C -0.762 -0.164 -1.649 -0.2021
C 4.903 3.817 1.653 -0.5167
H 7.085 1.686 -2.416 0.0526
C 5.197 1.305 0.303 -0.5889
H -0.740 0.638 -2.390 0.1158
H -0.905 -2.318 -1.677 0.1142
H -0.125 3.060 -0.095 0.0984
H 6.752 0.044 -1.822 0.0840
H -3.312 -2.271 -2.111 0.1004
Br 6.228 -0.005 1.243 0.8769
H 0.225 -0.260 -1.211 0.1007
H 1.133 4.082 -0.772 0.0976
H -4.912 -3.753 -0.634 0.1100
C 3.958 1.896 0.957 -0.4525
O 5.291 2.867 2.528 0.0654
C -2.875 -0.622 -0.743 -0.2018
H -5.468 -2.328 2.865 0.1176
H -3.179 -0.685 -2.881 0.1137
C 0.942 3.182 -0.213 0.0375
C -4.957 -3.966 0.440 -0.2026
H -7.015 -4.655 0.155 0.1117
H 2.945 0.090 1.130 0.1475
O -1.702 0.195 -0.625 -0.1430
C 6.861 1.082 -1.551 -0.1643
H -7.661 -2.658 1.894 0.1113
H 3.386 2.418 2.941 0.1456
C 5.619 1.618 -0.913 -0.7029
C -6.394 -4.162 0.902 -0.1700
H -3.764 0.007 -0.659 0.1165
C -2.776 -1.323 -2.090 -0.1648
H -4.323 -4.828 0.649 0.1176
```

## Properties
Frontier orbital gap in eV: 9.4
Charge: 0
HOMO in eV: -9.1
LUMO level in eV: 0.329
SMILES string: CC(=O)OC[C@]1(/C(Br)=C(/C)Br)COC(=O)O1.C1CCOC1.C1CCOC1

Below is a single C4H7N3 molecule, with properties calculated with ωB97M-V/def2-TZVPD.

```
14
Properties=species:S:1:pos:R:3:lowdin_charge:R:1
N -0.187 1.243 -1.234 0.0682
H 1.392 1.897 -2.339 0.1435
C -0.218 0.378 -0.228 -0.3929
C 1.069 -0.148 0.056 -0.0386
N -1.404 0.112 0.442 -0.0421
H -2.216 0.216 -0.149 0.1198
H 1.343 -0.880 0.801 0.0896
N 1.114 1.282 -1.594 -0.0530
H -0.704 -0.873 2.138 0.0779
H -2.419 -1.094 1.794 0.0787
C 1.896 0.476 -0.850 -0.1180
H 2.962 0.402 -1.013 0.1108
C -1.431 -1.026 1.333 -0.1272
H -1.198 -1.985 0.843 0.0832
```

## Properties
Frontier orbital gap in eV: 9.1
Charge: 0
HOMO in eV: -8.0
LUMO level in eV: 1.103
SMILES string: CNc1cc[nH]n1
Relative energy (zero: lowest compared OMol25 entry of this formula, charge and spin) in kcal per mole: 9.9

no.,DFT total energy (eV)
1,-14674.4430
2,-109858.0515
3,-55788.7478
4,-20712.8323
5,-172466.2235
6,-8731.2497